1.
DFT (ωB97M-V/def2-TZVPD) results for a single C17H14N2O2S molecule in a non-equilibrium geometry.

```
36
Properties=species:S:1:pos:R:3:forces:R:3
O -2.700 0.637 5.051 -0.92 0.04 0.95
N 1.433 -0.178 -0.594 0.21 -0.82 -1.04
O -0.746 1.658 5.223 0.65 0.19 -0.29
S 3.010 2.116 2.398 0.73 -0.05 -1.80
C -1.601 0.835 4.600 -1.37 -0.10 0.21
C 1.439 0.480 0.536 -1.47 -0.88 1.83
C 4.469 2.800 1.672 -0.67 0.04 -0.06
C 4.594 2.525 0.349 -0.93 -0.84 -0.65
C 3.509 1.708 -0.150 -0.21 -0.02 1.55
C 2.567 1.400 0.844 0.76 0.24 -1.40
C 0.308 -0.031 1.358 0.98 0.99 0.23
C -0.273 -1.030 0.617 0.83 0.39 -0.78
C -1.294 0.214 3.342 3.32 -0.36 -2.78
C -0.111 0.470 2.662 -1.74 -0.05 0.90
C -3.400 -0.959 -3.804 -0.33 -1.07 0.26
C -2.394 -0.018 -3.643 0.65 -0.07 0.78
C -3.227 -2.283 -3.309 0.02 0.06 -0.67
C -1.226 -0.401 -2.968 -0.64 -0.39 -0.26
C -2.039 -2.657 -2.661 -0.89 0.65 -0.47
C -1.057 -1.699 -2.473 0.26 0.54 0.38
N 0.440 -1.094 -0.559 -0.84 -0.18 0.77
C 0.178 -2.039 -1.662 0.43 -0.28 0.03
H -1.245 2.053 5.958 0.10 -0.25 -0.17
H 5.095 3.484 2.211 0.06 -0.07 0.43
H 5.387 2.834 -0.342 -0.19 0.09 0.69
H 3.484 1.299 -1.165 -0.23 0.24 0.53
H -1.115 -1.662 0.890 0.32 0.08 -0.44
H -2.024 -0.484 2.897 0.28 0.62 0.69
H 0.545 1.204 3.120 0.02 -0.11 0.04
H -4.332 -0.677 -4.299 0.26 -0.19 0.15
H -2.490 1.041 -3.921 -0.15 -0.68 -0.15
H -3.976 -3.084 -3.489 0.39 0.94 0.16
H -0.458 0.333 -2.824 0.37 0.22 0.19
H -1.908 -3.670 -2.301 -0.01 0.04 0.04
H 0.098 -3.071 -1.245 -0.04 0.80 -0.13
H 1.056 -2.053 -2.317 -0.01 0.24 0.31
```
Forces are in eV/Å.

HOMO-LUMO gap in eV: 8.2
Relative energy (zero: lowest compared OMol25 entry of this formula, charge and spin) in kJ/mol: 209.5
SMILES string: O=C(O)/C=C/c1cn(Cc2ccccc2)nc1-c1cccs1
LUMO in eV: 0.05
Total charge: 0

2.
DFT (ωB97M-V/def2-TZVPD) results for a molecular structure, C27H43InN4O4S in a non-equilibrium geometry.

```
80
Properties=species:S:1:pos:R:3:forces:R:3
In -0.390 -0.134 0.033 0.27 -0.25 -0.93
C -2.166 -1.444 2.700 0.15 0.14 0.58
N -2.160 -1.643 1.258 0.56 0.48 -0.53
C -1.850 -3.044 0.998 0.22 -0.39 -0.07
C -3.441 -1.270 0.672 -0.32 0.35 -0.23
C -3.617 0.248 0.569 -0.11 -0.36 0.36
N -2.767 0.828 -0.460 0.68 -0.38 0.22
C -3.309 0.577 -1.783 -0.06 -0.15 -0.49
C -2.616 2.264 -0.278 0.14 0.38 0.16
H -2.890 -2.108 3.189 -0.03 -0.04 -0.16
H -2.405 -0.412 2.945 0.01 -0.10 0.04
H -1.171 -1.647 3.096 -0.19 -0.01 -0.02
H -2.602 -3.703 1.453 -0.02 0.06 -0.03
H -0.872 -3.281 1.415 -0.01 0.03 -0.01
H -1.813 -3.236 -0.069 -0.05 -0.04 0.01
H -4.274 -1.686 1.260 0.14 -0.03 -0.06
H -3.488 -1.699 -0.331 -0.06 -0.10 0.05
H -3.333 0.704 1.517 -0.18 0.04 -0.01
H -4.676 0.468 0.363 0.10 0.06 0.06
H -4.290 1.057 -1.900 0.02 0.02 0.08
H -3.410 -0.488 -1.964 -0.05 -0.05 -0.06
H -2.630 0.967 -2.536 0.07 0.03 -0.03
H -3.582 2.782 -0.343 0.03 -0.04 -0.04
H -1.954 2.645 -1.054 -0.03 0.05 -0.09
H -2.160 2.455 0.689 -0.13 0.14 -0.02
C 1.875 6.339 4.970 0.08 -0.04 0.03
C 1.477 5.015 4.397 -0.07 -0.01 -0.01
C 1.601 4.773 3.033 -0.05 -0.12 0.02
C 1.254 3.545 2.500 0.05 0.02 -0.15
C 0.783 2.550 3.335 -0.10 -0.48 -0.05
C 0.646 2.772 4.691 -0.02 -0.16 0.10
C 0.995 4.002 5.220 0.02 0.00 -0.12
S 0.244 0.990 2.647 0.84 1.04 0.60
O 0.262 0.000 3.690 0.20 0.06 0.25
O -1.073 1.301 2.086 -0.23 -0.24 -0.69
N 1.182 0.678 1.403 -2.24 0.38 0.12
C 2.270 -0.214 1.603 1.03 -1.00 -0.15
C 2.211 -1.443 0.625 1.02 0.89 0.68
O 3.263 -1.961 0.316 0.18 -0.24 -0.01
O 1.048 -1.812 0.260 -1.82 0.20 -0.50
H 1.755 7.134 4.237 0.01 0.08 0.01
H 2.922 6.307 5.270 0.07 0.10 0.04
H 1.282 6.574 5.850 -0.02 0.08 0.06
H 1.976 5.554 2.386 0.01 0.05 -0.06
H 1.344 3.344 1.444 0.08 0.03 -0.17
H 0.265 1.974 5.308 0.00 -0.05 0.17
H 0.896 4.179 6.281 -0.03 0.01 0.09
H 2.232 -0.643 2.612 0.21 -0.02 -0.10
H 3.234 0.288 1.457 -0.17 -0.16 0.01
C -2.411 -3.970 -2.540 0.04 0.07 -0.02
C -1.750 -2.779 -3.178 -0.15 -0.18 -0.08
C -1.715 -2.681 -4.562 0.01 0.01 0.09
C -1.061 -1.616 -5.154 0.08 0.11 -0.07
C -0.956 -1.498 -6.648 -0.06 -0.05 0.00
C -0.478 -0.633 -4.374 -0.01 0.00 0.00
C -0.512 -0.672 -2.968 -0.27 -0.16 -0.63
C -1.151 -1.791 -2.419 0.15 0.08 0.01
N -0.044 0.316 -2.156 -0.14 -0.17 2.13
C 1.062 1.184 -2.550 0.25 0.55 -0.31
C 1.565 1.926 -1.308 -0.15 -0.37 -0.24
C 2.238 0.376 -3.120 -0.22 0.13 0.15
C 0.592 2.292 -3.519 0.12 -0.25 0.08
H -2.819 -4.632 -3.302 -0.03 0.00 0.03
H -3.227 -3.662 -1.883 -0.04 -0.08 0.05
H -1.690 -4.539 -1.954 -0.01 -0.06 0.09
H -2.167 -3.446 -5.176 -0.07 -0.13 -0.04
H -1.457 -2.326 -7.143 -0.03 -0.04 -0.07
H 0.090 -1.499 -6.953 0.05 0.01 -0.07
H -1.405 -0.567 -6.994 0.00 0.03 -0.06
H -0.004 0.174 -4.899 0.11 0.12 0.01
H -1.076 -1.897 -1.344 -0.14 -0.37 0.15
H 2.119 1.245 -0.666 0.03 0.13 0.04
H 0.708 2.327 -0.754 0.11 0.13 0.02
H 2.218 2.749 -1.594 0.03 0.03 0.02
H 2.562 -0.353 -2.379 0.05 -0.09 0.06
H 3.076 1.030 -3.345 0.11 0.10 -0.08
H 1.957 -0.163 -4.019 0.07 -0.03 -0.12
H -0.250 2.819 -3.074 -0.10 0.11 0.04
H 0.286 1.927 -4.491 -0.05 0.01 -0.08
H 1.402 3.000 -3.673 0.08 0.14 -0.06
```
Forces are in eV/Å.

HOMO-LUMO gap in eV: 7.4
Relative energy (zero: lowest compared OMol25 entry of this formula, charge and spin) in kJ/mol: 51.7
LUMO in eV: 0.16
Total charge: 0

3.
DFT (ωB97M-V/def2-TZVPD) results for a molecular structure, C36H66B4F16N12Zn in a non-equilibrium geometry.

```
135
Properties=species:S:1:pos:R:3:forces:R:3
Zn -1.719 -12.825 9.965 1.60 -1.18 1.71
C -7.546 -13.830 7.380 1.12 0.55 0.86
C -6.969 -15.272 7.358 -1.96 0.32 -0.19
N -6.763 -15.918 8.700 0.91 1.27 0.87
C -5.732 -15.710 9.653 -0.47 -1.51 0.27
C -5.920 -16.667 10.643 -0.39 0.30 -1.11
N -7.083 -17.376 10.328 -0.16 0.96 -0.19
C -7.580 -16.818 9.220 0.05 -1.59 -1.33
C -7.642 -18.559 10.997 0.57 -1.66 -0.16
H -8.462 -13.699 7.956 -0.37 -0.84 -0.27
H -7.714 -13.471 6.364 0.01 -0.20 0.02
H -6.925 -13.099 7.898 0.67 -0.12 -0.32
H -6.216 -15.531 6.614 0.89 0.66 0.81
H -7.801 -15.756 6.847 -0.26 -0.88 0.68
H -4.937 -14.987 9.549 -0.17 -0.08 -0.20
H -5.319 -17.008 11.473 0.02 0.49 0.00
H -8.329 -17.254 8.576 -0.45 0.01 0.53
H -6.918 -19.374 10.997 0.85 0.46 0.25
H -8.354 -19.119 10.390 -0.70 1.05 -0.16
H -7.971 -18.479 12.033 -0.12 0.78 -0.31
C -4.417 -8.596 9.671 -0.78 -0.15 -0.03
C -5.305 -8.150 8.455 0.96 1.94 1.71
N -6.560 -7.409 8.890 -2.40 -1.70 0.23
C -6.868 -6.085 8.609 -0.36 -0.06 -0.06
C -8.137 -5.759 9.077 1.66 -2.79 1.43
N -8.565 -6.933 9.796 4.86 -1.19 -5.57
C -7.652 -7.993 9.466 -0.46 3.95 1.13
C -9.802 -7.046 10.356 -3.62 -0.37 3.95
H -5.042 -9.290 10.232 0.50 -0.47 0.01
H -4.036 -7.902 10.421 -0.68 0.97 -0.42
H -3.478 -9.043 9.346 -0.40 -0.55 -0.33
H -5.476 -9.016 7.816 -0.47 0.32 0.03
H -4.807 -7.317 7.958 0.27 -0.51 -0.60
H -6.110 -5.596 8.015 -0.44 0.64 0.17
H -8.764 -4.882 9.134 0.36 0.07 -0.25
H -7.736 -9.033 9.747 -0.11 0.17 0.13
H -9.640 -6.951 11.429 -0.12 -0.14 0.42
H -10.381 -7.967 10.294 0.62 -0.30 -0.76
H -10.545 -6.259 10.228 0.57 0.33 -1.00
C -0.239 -6.499 5.953 1.24 -1.62 -0.91
C -0.873 -7.637 6.728 -0.11 0.70 2.12
N -1.538 -8.604 5.877 -4.41 -3.31 -0.45
C -1.242 -8.836 4.591 -0.48 -1.79 -2.78
C -2.082 -9.852 3.988 1.36 2.23 3.49
N -2.944 -10.234 5.031 3.38 2.59 0.89
C -2.598 -9.513 6.178 0.92 0.36 -2.20
C -3.789 -11.394 4.956 -0.58 -0.74 0.37
H -0.906 -6.282 5.119 0.31 0.57 0.02
H 0.671 -6.990 5.606 0.21 0.48 -0.92
H 0.174 -5.624 6.453 -0.86 -0.15 0.51
H -1.545 -7.154 7.437 -0.63 -0.71 -0.02
H -0.214 -8.277 7.315 0.45 0.58 0.18
H -0.389 -8.319 4.178 -0.30 -0.11 -0.39
H -1.990 -10.401 3.063 -0.22 0.33 0.03
H -3.035 -9.728 7.142 0.11 0.23 0.02
H -3.532 -12.049 5.789 -0.42 0.05 0.11
H -3.585 -11.969 4.053 0.07 0.37 -0.08
H -4.835 -11.086 4.951 0.04 -0.22 0.17
C 6.910 -16.036 3.771 -2.14 1.50 -2.66
C 6.601 -15.840 5.208 1.01 1.04 0.52
N 5.230 -15.228 5.514 -1.04 -0.25 -0.94
C 4.463 -14.394 4.694 0.98 -0.07 -1.56
C 3.363 -14.024 5.356 -0.92 1.44 0.39
N 3.431 -14.517 6.610 -0.35 -2.31 0.76
C 4.512 -15.332 6.619 0.21 -0.02 1.93
C 2.294 -14.463 7.591 0.01 -0.27 0.74
H 7.906 -16.071 3.329 0.31 -0.92 1.13
H 6.645 -15.100 3.280 -0.11 0.62 0.01
H 6.183 -16.646 3.234 0.45 -0.91 0.23
H 7.267 -15.025 5.493 0.19 -0.32 0.69
H 6.844 -16.758 5.744 -0.78 0.29 0.63
H 4.711 -14.126 3.678 0.26 -0.18 0.21
H 2.514 -13.377 5.192 0.33 0.01 -0.81
H 4.792 -15.947 7.462 -0.02 0.12 -0.04
H 2.117 -15.388 8.139 0.86 -0.25 -0.07
H 1.292 -14.358 7.175 0.44 0.47 -0.91
H 2.426 -13.676 8.333 0.25 0.07 -0.25
C -2.864 -9.829 13.432 -0.06 -0.11 0.58
C -1.543 -9.320 14.012 0.69 -2.84 -2.73
N -1.725 -8.297 14.928 1.16 3.38 1.76
C -1.426 -6.960 14.695 -1.29 2.22 1.06
C -1.564 -6.208 15.886 0.92 -3.92 -1.89
N -1.720 -7.228 16.802 -2.30 -1.35 -0.16
C -1.865 -8.465 16.248 0.31 2.41 -0.60
C -1.960 -7.021 18.184 1.22 0.39 2.41
H -3.391 -8.977 13.004 -0.15 0.08 0.01
H -3.457 -10.243 14.248 -0.24 -0.05 -0.12
H -2.767 -10.599 12.666 0.34 0.11 0.26
H -0.916 -9.037 13.166 0.01 0.70 0.14
H -0.892 -10.059 14.479 -0.59 -0.55 0.01
H -1.307 -6.480 13.735 0.14 -0.72 -0.21
H -1.432 -5.170 16.156 -0.05 -0.19 -0.10
H -2.052 -9.405 16.745 0.07 0.21 0.12
H -2.566 -6.158 18.461 0.07 0.08 -0.62
H -0.945 -6.886 18.558 -0.18 0.32 0.79
H -2.375 -7.859 18.745 -0.04 -0.27 -0.64
C 5.802 -18.715 8.499 -0.85 -1.62 -0.85
C 5.151 -19.489 9.699 1.29 0.12 -1.47
N 3.828 -18.997 9.931 -3.31 4.08 2.52
C 2.777 -19.007 9.049 -0.72 -0.46 -0.89
C 1.738 -18.234 9.505 -0.19 0.49 0.48
N 2.094 -17.673 10.706 5.42 -1.97 -1.80
C 3.410 -18.101 10.913 -1.01 -0.62 -0.57
C 1.429 -16.733 11.548 -0.10 0.08 1.95
H 5.201 -18.892 7.608 -1.11 0.45 0.10
H 6.593 -19.306 8.038 1.13 0.44 1.05
H 5.956 -17.637 8.566 0.39 -0.30 0.54
H 5.781 -19.458 10.588 -0.38 0.11 0.08
H 4.998 -20.529 9.412 0.43 -0.05 0.01
H 2.857 -19.570 8.130 -0.22 -0.02 0.13
H 0.762 -17.897 9.188 0.04 -0.65 -0.78
H 4.022 -17.770 11.739 -0.05 -0.19 0.04
H 1.782 -17.079 12.519 -1.09 0.04 0.53
H 0.353 -16.775 11.378 0.30 0.03 0.39
H 1.794 -15.707 11.578 -0.01 0.03 -1.11
B -0.295 -10.716 10.092 2.48 0.71 1.59
F 0.684 -10.147 10.947 -1.45 0.08 -1.17
F -1.414 -11.152 10.758 -2.57 1.36 3.11
F -0.838 -10.036 9.076 0.23 2.47 -2.02
F 0.171 -11.919 9.632 1.88 -1.74 -1.61
B -3.710 -12.321 8.669 -2.78 -0.91 -2.46
F -4.477 -11.249 8.563 -2.18 3.04 -0.32
F -2.503 -12.009 8.168 2.51 0.60 -1.29
F -3.612 -12.700 9.942 -0.72 -0.72 3.27
F -4.325 -13.360 7.996 -0.03 -1.03 -0.95
B -1.338 -15.203 9.109 0.98 -0.95 -0.31
F -0.086 -15.635 9.430 1.76 -0.96 0.70
F -1.097 -13.959 8.501 0.11 0.77 -1.62
F -1.898 -16.088 8.272 -1.19 -0.45 -0.48
F -2.026 -14.868 10.267 -1.03 -0.48 0.54
B -1.385 -13.349 12.705 -1.66 -1.65 3.29
F -0.455 -13.184 11.753 1.78 -0.76 -2.32
F -1.229 -12.363 13.617 0.64 1.24 1.69
F -2.672 -13.102 12.174 -0.34 -0.66 -0.85
F -1.305 -14.646 13.365 -0.07 1.31 -1.31
```
Forces are in eV/Å.

HOMO-LUMO gap in eV: 9.6
LUMO in eV: -7.20
Total charge: +4

4.
DFT (ωB97M-V/def2-TZVPD) results for 2 unconnected molecules or ions with the total composition C2H7OS in a non-equilibrium geometry.

```
11
Properties=species:S:1:pos:R:3:forces:R:3
C -1.299 -1.353 1.834 0.07 0.77 -0.25
S -1.665 -1.183 0.039 0.28 0.15 -0.05
H -0.560 -0.649 2.253 0.19 -0.21 -0.51
H -2.194 -1.074 2.390 -0.22 -0.59 0.17
H -0.954 -2.368 2.018 -0.18 -0.06 0.40
H -0.355 0.400 -1.336 0.32 0.73 0.19
C 1.453 1.211 -1.428 -0.02 0.78 0.21
O 0.088 1.220 -1.700 -0.83 -0.96 -0.13
H 1.657 1.563 -0.410 0.07 -0.28 0.23
H 1.945 0.253 -1.589 0.04 -0.15 -0.07
H 1.885 1.981 -2.071 0.28 -0.19 -0.20
```
Forces are in eV/Å.

HOMO-LUMO gap in eV: 6.5
Relative energy (zero: lowest compared OMol25 entry of this formula, charge and spin) in kJ/mol: 80.0
LUMO in eV: 4.09
Total charge: -1